Here is a cluster of 2 separate species, C5H12O2 in total from the OMol25 dataset. Energies are from ωB97M-V/def2-TZVPD.

```
! RIJCOSX wB97M-V def2-TZVPD def2/J DEFGRID3
* xyz 0 1
H -1.111 -1.076 -0.504
C -0.254 0.993 -0.084
H 1.235 -0.938 -1.775
H 1.458 -0.877 1.401
C 1.012 -1.248 0.419
H 2.529 -0.312 -0.699
H 0.618 2.999 0.664
H -3.223 -1.012 -2.698
O -2.976 -0.607 -1.842
C 0.501 1.849 0.934
C -0.336 -0.637 0.238
O 0.897 1.331 1.994
C 1.883 -1.066 -0.858
H -0.060 1.077 -1.137
H -2.802 -1.349 -1.306
H 2.484 -2.122 -1.073
H -1.375 1.443 0.078
H 0.771 -2.330 0.637
H -0.723 -0.644 1.306
*
```

For the energy above the lowest of the compared OMol25 structures with the same formula, charge and spin, the calculation gives 253.1 kJ/mol. Its frontier orbital gap is 0.38303 Eh. The value obtained for the LUMO energy is 0.7 eV.

=====

Here is a structure of composition C26H31As2N3O4S6Tl from the OMol25 dataset. Energies are from ωB97M-V/def2-TZVPD.

```
! RIJCOSX wB97M-V def2-TZVPD def2/J DEFGRID3
* xyz -1 1
N 1.339 0.245 2.001
H 1.348 -0.568 -3.516
H -4.087 2.637 -0.880
H -1.784 3.698 -3.719
N -0.593 -0.278 4.688
C -2.944 0.987 -3.260
C -3.201 3.180 -1.199
C -4.516 -0.204 -5.237
As -1.870 1.911 -1.888
H -5.768 1.537 -5.081
H -0.178 0.487 4.158
H -2.476 -5.593 4.244
H 3.240 -0.321 1.248
S -2.771 -1.038 0.264
C -0.742 -2.472 -4.616
N -0.701 -1.699 2.828
H 0.224 5.387 -0.057
S -4.238 0.317 0.784
H -5.119 -0.684 -5.998
H 1.306 5.514 -2.739
C 2.980 2.711 0.251
H -2.198 -6.656 2.027
H 0.240 0.372 -4.575
C -1.057 -3.005 2.525
H -1.027 -0.042 5.561
C -2.038 -5.043 3.421
H 0.457 0.760 -2.830
O 2.641 -0.771 -1.188
H 3.766 1.974 0.347
H -0.493 3.931 -2.510
O 0.652 0.045 -0.612
C -1.026 3.199 -3.115
C -3.374 -0.834 -4.765
C -4.091 1.613 -3.745
H -0.317 2.692 -3.766
O 3.321 1.463 2.948
C -4.879 1.030 -4.726
S -1.651 -2.732 5.011
C 2.031 4.605 -0.915
C -1.617 -3.732 3.580
H -1.499 -3.256 -4.640
H -3.460 3.946 -1.931
C 1.962 2.771 1.191
H 0.172 3.767 1.810
C 2.109 5.635 -2.009
C -0.892 -3.613 1.284
C 3.006 3.620 -0.794
C 0.957 3.721 1.066
H -3.119 -1.802 -5.174
As -1.021 -1.279 -3.068
C 0.997 4.630 0.019
H 3.811 3.574 -1.517
O 0.987 2.122 3.503
S 1.944 1.607 2.545
C -2.568 -0.261 -3.780
Tl -0.775 0.270 1.119
C -0.924 -1.426 4.079
C -1.878 -5.633 2.178
C 0.402 -0.030 -3.574
H -1.188 -5.399 0.158
S -3.710 0.922 2.663
H -2.766 3.650 -0.316
H 2.077 -1.610 1.410
H 2.028 6.644 -1.601
H -0.730 -1.941 -5.569
H -4.386 2.576 -3.348
H 0.227 -2.947 -4.461
H 3.055 5.564 -2.546
S -2.014 2.057 2.342
C 1.814 -0.451 -0.346
C 2.182 -0.555 1.129
H -0.456 -3.059 0.461
C -1.305 -4.922 1.123
*
```

For the energy above the lowest of the compared OMol25 structures with the same formula, charge and spin, the calculation gives 20.4 kJ/mol. Its frontier orbital gap is 0.27636 Eh. The value obtained for the LUMO energy is 2.3 eV.

=====

Here is a structure of composition C9H26ClI2N2P2SY from the OMol25 dataset. Energies are from ωB97M-V/def2-TZVPD.

```
! RIJCOSX wB97M-V def2-TZVPD def2/J DEFGRID3
* xyz 2 1
H -1.690 0.492 5.003
H -3.946 0.068 -2.816
H 4.214 0.115 -2.807
H 0.620 -0.463 4.400
H 2.162 -0.915 3.676
C -2.860 -1.802 -0.750
H -2.880 0.768 1.014
H -1.540 2.072 3.042
N -1.113 1.122 3.075
H 3.124 2.043 -0.243
C 3.129 0.253 -2.790
I 0.389 2.053 -5.852
I -0.163 3.900 -4.003
H 2.874 1.285 -3.061
C 3.405 1.007 -0.020
H -2.372 -0.453 -3.512
S 0.147 1.921 0.891
N 0.675 -0.289 2.300
H 2.647 -0.423 -3.508
H 4.476 0.866 -0.163
H 2.904 -2.033 0.293
C -3.151 0.974 -0.029
H -2.367 -2.526 -1.412
H -2.904 0.200 3.726
C 3.143 -1.773 -0.748
C -1.832 0.187 3.957
P 2.610 -0.113 -1.130
C -2.863 0.219 -2.797
H 1.257 -0.590 1.473
Y 0.132 0.030 -0.997
H 3.131 0.798 1.021
H -2.617 -2.058 0.291
H -2.880 2.013 -0.251
H 4.226 -1.785 -0.895
H 2.657 -2.500 -1.410
C -0.132 0.804 2.204
H -2.619 1.254 -3.068
Cl 0.144 -1.771 -2.743
H -3.942 -1.827 -0.898
H -1.473 -0.829 3.800
H 0.767 -2.016 3.498
H -4.220 0.825 -0.176
C 1.075 -0.962 3.547
P -2.343 -0.140 -1.133
*
```

For the energy above the lowest of the compared OMol25 structures with the same formula, charge and spin, the calculation gives 165.0 kJ/mol. Its frontier orbital gap is 0.25956 Eh. The value obtained for the LUMO energy is -7.1 eV.

=====

Here is the molecule C17H25N5O4 from the OMol25 dataset. Energies are from ωB97M-V/def2-TZVPD.

```
! RIJCOSX wB97M-V def2-TZVPD def2/J DEFGRID3
* xyz 0 1
N 4.185 -1.014 -0.285
C -2.537 0.554 -0.002
O -1.995 0.709 -1.069
C -6.558 2.017 -0.913
H -7.396 1.343 -0.745
H -3.445 -4.328 -1.230
H -4.614 0.168 -1.633
C -3.714 -0.374 0.239
H 0.066 -2.149 -0.016
H 5.848 -2.162 0.254
C 3.203 -1.890 0.054
C -3.279 -1.789 -0.174
O 3.320 3.188 -0.376
H 0.543 -2.112 1.717
H 0.872 3.762 0.229
H -1.371 3.042 0.717
H -6.851 3.014 -0.593
N 1.962 -1.331 0.371
C 0.892 -2.253 0.692
C 2.491 2.355 -0.072
C 1.123 2.715 0.274
O 3.369 -3.090 0.091
H -5.555 1.542 0.927
N 0.531 0.471 0.711
H -4.661 -2.806 1.126
H -5.201 -2.694 -0.551
C 5.472 -1.609 -0.606
H 5.363 -2.296 -1.444
C 0.206 1.801 0.651
H -4.511 2.250 -0.311
H -3.015 -1.777 -1.233
N -2.063 1.169 1.132
H 6.149 -0.798 -0.864
H -4.537 -5.010 -0.024
C 2.752 0.900 -0.021
H -2.588 1.141 1.995
C 4.070 0.395 -0.372
N -1.066 2.148 1.093
C -4.901 0.147 -0.581
H -2.927 -4.468 0.451
H 1.311 -3.255 0.599
H -6.349 2.046 -1.979
H -2.379 -2.052 0.391
H -5.745 -0.534 -0.467
H -3.981 -0.374 1.302
H -0.199 -0.186 0.941
O 5.026 1.044 -0.707
C -3.775 -4.254 -0.196
C -4.332 -2.863 0.085
C -5.331 1.547 -0.143
C 1.761 0.023 0.343
*
```

For the energy above the lowest of the compared OMol25 structures with the same formula, charge and spin, the calculation gives 9.4 kJ/mol. Its frontier orbital gap is 0.32396 Eh. The value obtained for the LUMO energy is 0.2 eV.

=====

Here is the molecule C2H3NO2S from the OMol25 dataset. Energies are from ωB97M-V/def2-TZVPD.

```
! RIJCOSX wB97M-V def2-TZVPD def2/J DEFGRID3
* xyz 0 1
C 0.257 1.222 -0.009
S -0.731 -0.129 0.501
N 0.357 -1.620 -0.540
H 1.471 2.869 -0.984
H -0.452 -2.239 -0.538
C 0.906 2.118 -0.527
H 0.828 -1.811 0.334
O -1.980 -0.057 -0.133
O -0.657 -0.356 1.896
*
```

For the energy above the lowest of the compared OMol25 structures with the same formula, charge and spin, the calculation gives 481.7 kJ/mol. Its frontier orbital gap is 0.40061 Eh. The value obtained for the LUMO energy is -0.1 eV.

=====

Here is the molecule C4H7NO from the OMol25 dataset. Energies are from ωB97M-V/def2-TZVPD.

```
! RIJCOSX wB97M-V def2-TZVPD def2/J DEFGRID3
* xyz 0 1
H -2.827 -0.259 0.712
N 2.166 -0.062 -0.070
H -2.456 0.653 -0.744
H 1.810 -2.084 -0.057
H 0.992 1.682 0.318
H 2.666 1.853 -0.393
C 1.375 -1.101 0.019
C -2.166 -0.220 -0.156
C -0.741 -0.121 0.269
C 1.891 1.189 -0.024
H -0.438 0.706 0.882
O 0.044 -1.122 0.000
H -2.316 -1.114 -0.755
*
```

For the energy above the lowest of the compared OMol25 structures with the same formula, charge and spin, the calculation gives 426.9 kJ/mol. Its frontier orbital gap (spin up / spin down) is 0.30129 / 0.27611 Eh. The value obtained for the LUMO energy (spin up / spin down) is 0.9 / 0.3 eV.

=====

Here is a cluster of 2 separate species, C5H14O in total from the OMol25 dataset. Energies are from ωB97M-V/def2-TZVPD.

```
! RIJCOSX wB97M-V def2-TZVPD def2/J DEFGRID3
* xyz 0 1
H 3.220 0.768 0.873
H -3.089 -0.735 -0.796
H -3.506 0.713 -1.786
H -3.270 0.847 -0.084
H -0.767 -1.140 -2.394
H 0.474 -0.574 -1.305
H 1.071 1.383 2.053
O 2.950 -1.280 1.053
H 2.148 -1.586 0.598
C -1.418 0.554 -1.274
C -2.912 0.319 -0.979
C 2.743 0.047 1.538
H 0.734 -0.326 2.308
H 0.799 0.324 0.694
H -1.249 1.213 -2.129
H -0.828 -1.459 -0.640
C -0.604 -0.720 -1.400
H 3.214 0.066 2.508
H -0.984 1.205 -0.506
C 1.274 0.379 1.669
*
```

For the energy above the lowest of the compared OMol25 structures with the same formula, charge and spin, the calculation gives 79.8 kJ/mol. Its frontier orbital gap is 0.41457 Eh. The value obtained for the LUMO energy is 1.0 eV.

=====

Here is a structure of composition C46H36AsN2OPdS from the OMol25 dataset. Energies are from ωB97M-V/def2-TZVPD.

```
! RIJCOSX wB97M-V def2-TZVPD def2/J DEFGRID3
* xyz 1 1
C -7.103 0.893 0.029
C 0.286 4.649 0.039
C -6.804 -1.484 0.052
C 4.677 -0.575 0.605
C 3.990 4.557 -1.731
H 3.865 -0.386 1.291
H 3.574 1.793 -3.639
H -1.627 -0.085 -2.387
H 3.739 4.635 0.394
H -3.878 2.881 1.594
C -3.171 2.761 -1.391
H 3.196 -5.919 1.225
H -1.307 -0.462 2.414
H -1.813 2.661 5.309
C 3.620 2.426 -2.766
C 4.490 -0.399 -0.752
H -3.349 4.545 -2.555
N 0.412 7.205 0.088
H 7.533 -1.266 -1.894
C -2.636 1.144 1.845
C -2.888 2.899 3.477
H 0.943 -6.656 0.540
C 2.467 -5.201 0.886
C 6.939 -1.248 0.168
Pd -0.423 -0.325 -0.054
C 0.117 2.533 1.135
H 3.791 -3.525 1.122
C -1.488 1.019 3.970
H 0.268 2.018 -2.073
C 1.862 -2.922 0.441
H -2.185 3.596 -4.512
C -7.642 -0.382 0.044
C 0.261 -4.697 0.029
C 0.243 2.582 -1.150
H -7.226 -2.479 0.041
C -1.857 1.693 -3.578
C -4.889 -0.032 0.088
H -5.327 2.068 0.028
C 0.351 6.061 0.068
H 4.243 5.602 -1.814
C -5.732 1.067 0.047
C -0.398 -2.375 -0.460
H -2.315 -2.203 -1.466
C -2.041 2.234 4.345
C 3.352 1.890 -1.519
H -1.212 -6.185 -0.439
H -3.321 3.847 3.762
C 6.737 -1.072 -1.192
H 2.111 -1.873 0.413
C -2.329 2.995 -3.627
C -1.890 -4.229 -0.958
C -5.430 -1.312 0.076
H -2.844 -4.567 -1.334
H 7.901 -1.581 0.528
H 4.168 4.194 -3.836
C 3.386 2.670 -0.378
S 2.888 0.140 -1.404
C 5.504 -0.651 -1.658
H 0.080 1.928 2.034
H -4.771 -2.176 0.094
C 1.220 -5.613 0.500
O 1.968 0.087 -0.232
C -1.576 -2.865 -1.007
N 0.090 1.880 -0.026
C -3.195 2.351 2.243
C 0.346 3.958 -1.173
H 5.322 -0.514 -2.714
C 5.913 -1.000 1.066
C -2.981 3.529 -2.528
H -8.713 -0.512 0.051
C 0.573 -3.304 0.014
C -2.038 0.933 -2.434
H 0.136 4.405 2.176
H -7.746 1.759 0.002
C -1.772 0.487 2.723
C 0.180 3.910 1.220
H 3.157 2.224 0.579
C -0.990 -5.128 -0.448
As -2.912 0.182 0.154
H 0.463 4.490 -2.104
H -3.676 3.212 -0.548
H -0.834 0.492 4.645
C -2.708 1.454 -1.324
C 3.948 3.767 -2.869
C 2.797 -3.844 0.841
C 3.706 4.012 -0.488
H 6.071 -1.138 2.124
H -1.337 1.269 -4.426
*
```

Its frontier orbital gap (spin up / spin down) is 0.22775 / 0.22770 Eh. The value obtained for the LUMO energy (spin up / spin down) is -3.9 / -3.9 eV.

=====

Here is a structure of composition C21H17AuIN5O8S3 from the OMol25 dataset. Energies are from ωB97M-V/def2-TZVPD.

```
! RIJCOSX wB97M-V def2-TZVPD def2/J DEFGRID3
* xyz 0 3
C -1.226 1.667 1.046
C 2.384 -3.458 1.207
C -2.093 -1.396 -0.346
N -3.508 -2.563 -4.081
H -4.072 3.221 0.990
H 0.193 -2.396 3.445
C -3.039 -2.198 -2.834
H 1.089 1.435 -4.859
C 1.272 1.635 -3.812
Au 1.647 1.992 1.140
O -0.279 0.073 3.748
C 0.691 -2.205 2.497
C 2.868 -1.167 1.929
H 3.104 0.622 -1.147
S -1.508 -0.834 1.227
O 3.533 1.130 0.971
H -2.849 -2.988 -4.710
C 2.188 0.885 -3.094
H -0.081 4.739 1.309
O 5.280 -0.467 1.254
N 1.720 2.136 -1.132
C 1.211 -3.447 1.871
H -0.145 -1.392 -1.250
C 0.596 2.655 -3.159
C -3.447 -1.609 -0.530
N -0.343 2.708 1.134
C 3.200 -2.310 1.179
O 1.676 1.457 3.265
C 0.846 2.874 -1.816
C -0.818 3.950 1.223
S 1.169 0.171 3.803
O 1.745 -0.157 5.072
C -3.919 -2.006 -1.769
H 2.714 -4.355 0.700
I -0.784 3.848 -4.151
C -2.996 3.098 1.058
C 2.389 1.162 -1.753
H 0.558 -4.309 1.884
N -0.650 0.456 0.966
C -1.204 -1.569 -1.401
O -0.454 -1.940 1.487
S 4.147 0.111 1.922
H 0.333 3.655 -1.273
H -4.429 -2.966 -4.119
N -2.551 1.861 0.970
C 1.697 -1.102 2.644
C -1.671 -1.967 -2.634
O 4.312 0.593 3.253
H -4.127 -1.457 0.298
C -2.167 4.207 1.206
H -0.980 -2.104 -3.457
H -4.980 -2.165 -1.915
H 2.745 0.087 -3.565
H 4.145 -2.313 0.655
O -2.580 -0.802 2.162
H -2.554 5.210 1.296
*
```

For the energy above the lowest of the compared OMol25 structures with the same formula, charge and spin, the calculation gives 79.7 kJ/mol. Its frontier orbital gap (spin up / spin down) is 0.27974 / 0.26507 Eh. The value obtained for the LUMO energy (spin up / spin down) is -0.5 / -1.6 eV. Its expectation value of S² is 2.05.

=====

Here is a cluster of 4 separate species, C16H32O10 in total from the OMol25 dataset. Energies are from ωB97M-V/def2-TZVPD.

```
! RIJCOSX wB97M-V def2-TZVPD def2/J DEFGRID3
* xyz 1 2
H -4.088 2.459 -0.533
H -1.285 0.119 3.862
H -1.406 -3.900 1.305
C 2.849 2.456 3.868
H 2.578 1.437 4.143
C -0.576 1.610 -1.879
C 0.308 -2.215 -0.852
H 2.436 3.897 2.248
C -1.464 0.758 -3.947
H -0.449 -4.990 -1.292
H 2.644 0.775 -1.999
H 0.919 -1.410 -0.442
C 1.100 -3.538 -0.636
H 3.916 2.527 3.656
O -1.258 -0.279 -4.912
H 1.714 -3.839 -1.485
O -0.679 0.593 -2.913
O -0.824 -2.442 -0.001
H -1.130 -2.106 4.360
H -0.268 -1.707 -3.830
C 1.918 3.046 2.689
H 0.751 -0.976 -4.826
H -2.411 -2.065 3.175
H 1.314 2.223 -2.616
C -4.084 1.998 0.455
H -4.254 2.797 1.177
O -1.505 -0.057 1.751
C 3.100 0.492 -1.050
C -0.887 -0.485 3.046
H 1.096 3.651 3.071
C 2.558 2.029 0.690
H 0.283 -5.384 0.227
C -1.344 -1.887 3.314
O -2.279 1.722 -4.169
H 0.202 -0.531 3.017
H 1.774 -3.434 0.214
C -1.252 -3.708 0.243
O -2.684 1.645 2.760
H -0.217 1.041 -1.022
O 1.622 2.151 1.597
H 2.739 3.025 4.792
C 0.396 2.656 -2.218
H -0.495 -2.043 -5.572
C -2.404 0.939 1.793
H 3.343 -0.571 -1.066
H -5.031 1.532 0.184
O -2.877 1.225 0.546
C -0.082 -4.546 -0.366
O 3.527 2.713 0.517
H 4.063 1.001 -1.028
H -2.218 -3.813 -0.251
H 0.668 3.082 -1.252
O 2.301 0.806 0.012
C -0.299 -1.271 -4.828
H -1.514 2.113 -1.644
H -0.750 -2.572 2.710
H -0.122 -2.122 -1.849
H 0.015 3.372 -2.946
*
```

Its frontier orbital gap (spin up / spin down) is 0.37692 / 0.15523 Eh. The value obtained for the LUMO energy (spin up / spin down) is -2.8 / -8.8 eV. Its expectation value of S² is 0.75.

=====

Here is the molecule C5H8O from the OMol25 dataset. Energies are from ωB97M-V/def2-TZVPD.

```
! RIJCOSX wB97M-V def2-TZVPD def2/J DEFGRID3
* xyz 0 1
H 0.642 0.088 -2.488
H 1.383 -0.927 1.973
H -1.825 0.946 0.588
H -0.109 -0.219 2.626
H -0.556 -0.894 -2.705
C -0.215 -0.330 -1.846
C 0.341 -0.925 -0.575
C 0.656 -0.119 1.846
H -0.469 1.948 0.028
O -1.208 0.574 -1.363
C -0.899 0.931 -0.014
H 1.180 0.829 2.042
C 0.072 -0.125 0.460
H 1.008 -1.777 -0.572
*
```

For the energy above the lowest of the compared OMol25 structures with the same formula, charge and spin, the calculation gives 141.2 kJ/mol. Its frontier orbital gap is 0.36239 Eh. The value obtained for the LUMO energy is 1.0 eV.